Entry from OMol25: a cluster of 9 separate species, C24H66O21S9 in total (ωB97M-V/def2-TZVPD).

Cartesian coordinates (Å):
O: -7.393 -0.108 -0.264
S: -6.310 0.817 -0.120
O: -5.178 0.733 -0.993
O: -6.833 2.336 -0.227
C: -8.176 2.600 0.192
C: -8.182 3.890 1.004
C: -5.709 0.761 1.568
H: -8.624 1.786 0.759
H: -8.809 2.762 -0.683
H: -7.782 3.729 2.010
H: -9.179 4.313 1.083
H: -7.460 4.584 0.570
H: -5.055 1.616 1.730
H: -5.048 -0.105 1.595
H: -6.511 0.724 2.297
O: 6.455 1.877 -5.748
S: 5.052 1.767 -5.524
O: 4.277 0.722 -6.121
O: 4.827 1.658 -3.924
C: 3.519 1.377 -3.447
C: 3.388 1.849 -2.011
C: 4.321 3.371 -5.858
H: 3.307 0.307 -3.497
H: 2.767 1.891 -4.055
H: 3.915 1.224 -1.288
H: 2.331 1.794 -1.742
H: 3.738 2.872 -1.872
H: 4.897 4.050 -5.234
H: 3.259 3.355 -5.646
H: 4.530 3.583 -6.903
O: -0.980 1.309 1.468
S: -1.277 -0.095 1.628
O: -2.642 -0.515 1.787
O: -0.639 -0.859 0.379
C: 0.598 -0.273 -0.130
C: 0.818 -0.742 -1.539
C: -0.277 -0.770 2.972
H: 1.389 -0.530 0.578
H: 0.514 0.814 -0.145
H: 1.801 -0.558 -1.958
H: 0.084 -0.238 -2.176
H: 0.639 -1.813 -1.640
H: 0.036 0.063 3.602
H: 0.612 -1.233 2.558
H: -0.960 -1.444 3.477
O: 1.878 -7.093 -2.394
S: 0.960 -6.897 -1.310
O: 1.502 -6.828 0.020
O: 0.105 -5.558 -1.614
C: -0.347 -5.371 -2.954
C: -1.040 -4.012 -3.022
C: -0.382 -8.093 -1.290
H: -1.040 -6.165 -3.251
H: 0.460 -5.410 -3.687
H: -1.710 -3.943 -3.875
H: -0.298 -3.219 -3.084
H: -1.580 -3.892 -2.081
H: 0.020 -9.058 -1.002
H: -0.837 -8.111 -2.278
H: -1.148 -7.708 -0.621
O: 2.784 -3.136 -0.824
S: 3.658 -3.213 0.310
O: 4.990 -3.706 0.125
O: 3.795 -1.682 0.871
C: 4.659 -1.480 2.010
C: 4.493 -0.026 2.386
C: 2.766 -4.011 1.623
H: 5.681 -1.734 1.732
H: 4.317 -2.110 2.837
H: 5.183 0.295 3.168
H: 3.482 0.169 2.747
H: 4.693 0.634 1.541
H: 2.296 -4.852 1.107
H: 1.998 -3.320 1.952
H: 3.397 -4.399 2.415
O: 0.030 3.504 -0.756
S: -1.059 3.453 -1.683
O: -1.738 4.660 -2.064
O: -0.397 2.763 -2.987
C: -1.237 2.539 -4.129
C: -0.471 2.960 -5.360
C: -2.318 2.234 -1.273
H: -2.212 3.033 -4.092
H: -1.498 1.475 -4.145
H: -1.007 2.634 -6.256
H: 0.528 2.529 -5.390
H: -0.417 4.046 -5.427
H: -2.470 2.401 -0.208
H: -1.935 1.231 -1.449
H: -3.251 2.379 -1.808
C: -0.688 4.401 5.326
S: -0.515 2.662 4.881
O: 0.957 2.390 4.832
C: -1.057 1.994 6.489
H: -1.579 4.535 5.944
H: -0.786 5.029 4.446
H: 0.181 4.664 5.929
H: -0.503 2.510 7.270
H: -0.806 0.936 6.469
H: -2.140 2.094 6.564
C: -0.674 -4.068 1.278
S: -0.323 -4.841 2.894
O: 0.417 -3.836 3.719
C: -2.015 -4.766 3.547
H: 0.132 -4.303 0.581
H: -0.818 -3.009 1.449
H: -1.481 -4.540 0.710
H: -1.986 -5.199 4.545
H: -2.740 -5.312 2.942
H: -2.348 -3.729 3.610
C: 2.224 2.814 1.641
S: 3.424 3.987 2.280
O: 4.774 3.348 2.121
C: 3.317 5.166 0.900
H: 2.484 2.474 0.639
H: 1.213 3.233 1.573
H: 2.060 2.009 2.358
H: 3.530 4.645 -0.029
H: 4.077 5.908 1.139
H: 2.335 5.637 0.911

## Properties
* frontier orbital gap: 8.5356 eV
* energy above the lowest of the compared OMol25 structures with the same formula, charge and spin: 0.0 kcal per mole
* calculated total energy: -6117.58649 hartree